(1)
A 3-piece molecular cluster, C5H16NO2 overall in a non-equilibrium geometry. Source: the OMol25 dataset; level of theory: the ωB97M-V functional and the def2-TZVPD basis.

Geometry as XYZ:
```
24
Properties=species:S:1:pos:R:3
C -1.566 -0.531 0.431
C -0.699 0.471 -0.374
C -0.131 1.551 0.560
C -0.063 2.822 0.209
C 0.290 3.902 1.208
N -0.738 -1.540 1.087
H -2.432 -0.892 -0.118
H -2.078 0.077 1.200
H -1.242 0.831 -1.241
H 0.161 -0.044 -0.810
H 0.174 1.087 1.498
H -0.427 3.077 -0.782
H -0.149 3.525 2.153
H -0.355 4.760 1.073
H 1.340 4.273 1.232
H -0.044 -1.048 1.698
H -0.146 -2.068 0.424
H -1.333 -2.123 1.707
H 0.556 -1.632 -2.840
H 2.144 -1.676 -3.123
O 1.436 -1.686 -2.466
H 1.365 -2.869 -0.909
H 1.124 -4.233 -0.070
O 0.994 -3.279 -0.109
```

Values from the calculation:
* net charge: +1
* E_LUMO: -0.1115 Eh
* E: -11022.73676 eV
* ΔE to the lowest compared entry with this formula, charge and spin: 26.4 kcal/mol

(2)
C14H6Cl3N2O5RuS as an isolated structure in a non-equilibrium geometry. Source: the OMol25 dataset; level of theory: the ωB97M-V functional and the def2-TZVPD basis.

Geometry as XYZ:
```
32
Properties=species:S:1:pos:R:3
Ru -0.721 1.073 1.726
Cl 1.041 -5.548 3.311
C 0.959 -3.917 2.728
C -0.165 -3.156 2.989
C -0.184 -1.863 2.508
Cl -1.602 -0.861 2.803
C 0.850 -1.277 1.780
O 0.825 -0.027 1.345
C 1.964 -2.096 1.541
Cl 3.285 -1.451 0.640
C 2.021 -3.397 2.005
H -0.996 -3.556 3.552
H 2.894 -4.000 1.806
O 0.239 2.599 0.906
C 0.402 2.658 -0.321
C -0.225 1.853 -1.326
C 0.144 2.132 -2.653
C -0.444 1.451 -3.679
C -1.421 0.478 -3.443
C -1.801 0.198 -2.160
C -1.215 0.867 -1.062
O -1.641 0.529 0.126
N -0.047 1.752 -5.059
O 0.807 2.601 -5.227
O -0.528 1.069 -5.940
H 1.085 3.438 -0.670
H 0.889 2.886 -2.868
H -1.860 -0.040 -4.284
H -2.552 -0.549 -1.947
S -2.011 2.508 3.193
C -0.520 2.079 3.812
N 0.530 1.569 3.870
```

Values from the calculation:
* expectation value of S²: 0.755
* E_LUMO (spin up / spin down): -0.0434 / -0.0723 Eh
* E: -78814.47446 eV
* ΔE to the lowest compared entry with this formula, charge and spin: 0.0 kcal/mol
* spin multiplicity: 2